{
  "formula": "C20H26BrN4O5PtS",
  "method": "ωB97M-V/def2-TZVPD",
  "charge": 1,
  "fmax_ev_per_a": 0.61,
  "relative_energy_ev": 0.534,
  "homo_ha": -0.39726,
  "species": ["Pt", "Br", "C", "C", "C", "C", "C", "N", "C", "O", "O", "H", "H", "H", "C", "C", "O", "H", "H", "H", "H", "H", "H", "C", "C", "C", "C", "C", "C", "C", "S", "C", "O", "H", "H", "H", "H", "H", "H", "H", "H", "H", "H", "C", "N", "C", "C", "O", "N", "C", "N", "H", "H", "H", "H", "H", "H", "H"],
  "xyz": [[-1.504167, 0.479012, 0.206781], [-1.946720, 2.456300, 2.789798], [-2.032568, 3.241636, 1.082978], [-2.337805, 4.589348, 1.025829], [-2.434464, 5.194575, -0.213896], [-2.229002, 4.424408, -1.343488], [-1.932037, 3.077774, -1.221237], [-1.819711, 2.490811, -0.007526], [-1.724503, 2.277208, -2.542093], [-1.638142, 2.963049, -3.548380], [-1.685873, 1.015000, -2.425409], [-2.497890, 5.134705, 1.943226], [-2.673325, 6.246706, -0.290902], [-2.289814, 4.822790, -2.344972], [-5.740893, -0.441366, -0.153347], [-4.295118, -0.294145, -0.555706], [-3.528337, 0.285197, 0.551008], [-6.302139, -0.878272, -0.979131], [-6.181211, 0.524314, 0.090087], [-5.849933, -1.104616, 0.707451], [-4.152944, 0.404522, -1.376681], [-3.835810, -1.244429, -0.829116], [-3.620737, -0.270832, 1.337192], [5.001301, -2.969834, 2.037188], [3.640655, -2.797502, 1.428059], [3.467186, -2.805836, 0.046259], [2.207012, -2.656466, -0.514159], [1.111238, -2.522596, 0.325774], [1.255001, -2.495955, 1.706943], [2.520849, -2.627361, 2.245775], [-0.483059, -2.388750, -0.438556], [-1.113085, -4.027012, -0.094115], [-1.373031, -1.556328, 0.507139], [5.788087, -2.878942, 1.290366], [5.088682, -3.956059, 2.496608], [5.177822, -2.231796, 2.819926], [4.328394, -2.926567, -0.599641], [2.077373, -2.650709, -1.590747], [0.394466, -2.334114, 2.343919], [2.646937, -2.590572, 3.320693], [-1.109675, -4.184051, 0.982858], [-0.464863, -4.746964, -0.592003], [-2.121905, -4.086970, -0.496353], [3.736015, 1.198727, -1.511703], [2.627235, 0.969955, -0.609965], [2.711734, 0.946501, 0.831463], [1.261725, 0.727106, 1.227627], [0.850184, 0.607260, 2.350749], [0.510037, 0.640256, 0.057824], [1.356580, 0.793222, -0.996857], [0.997004, 0.705766, -2.259063], [4.653113, 1.226979, -0.929349], [3.634037, 2.150008, -2.038296], [3.824458, 0.388915, -2.238983], [3.095272, 1.875120, 1.256840], [3.314125, 0.108388, 1.189381], [-0.029125, 0.785058, -2.482916], [1.671364, 0.917404, -2.975125]],
  "forces_ev_per_a": [[0.4434, 0.1370, -0.1311], [0.0354, -0.0739, -0.0450], [-0.0676, 0.1851, 0.1092], [0.0226, -0.0116, -0.0165], [0.0128, -0.1030, -0.0122], [-0.0040, 0.0210, 0.0614], [0.1056, 0.0167, -0.2070], [-0.0885, -0.1185, 0.0339], [-0.3575, -0.0870, 0.1402], [0.1574, 0.0054, 0.0373], [0.2391, 0.1224, -0.0485], [0.0019, -0.0065, 0.0032], [-0.0001, 0.0011, -0.0051], [0.0123, -0.0123, -0.0064], [0.0360, -0.0093, 0.0009], [-0.0860, 0.0593, 0.0007], [-0.0965, -0.0969, -0.1048], [-0.0031, 0.0087, -0.0030], [0.0073, 0.0062, -0.0022], [0.0007, -0.0102, -0.0052], [0.0257, -0.0244, 0.0011], [-0.0045, -0.0035, 0.0174], [-0.1222, 0.0026, 0.0023], [0.0408, -0.0146, 0.0146], [-0.0084, 0.0174, -0.0213], [0.0277, 0.0162, -0.0071], [-0.0281, 0.0011, -0.0118], [-0.0354, 0.0151, -0.0068], [-0.0566, 0.0203, 0.0012], [0.0017, 0.0078, 0.0032], [-0.0461, -0.1226, -0.0319], [0.0753, 0.0212, -0.0600], [0.0270, 0.0657, 0.1450], [-0.0001, 0.0007, 0.0037], [0.0026, 0.0051, 0.0003], [0.0015, -0.0028, 0.0026], [-0.0048, -0.0018, 0.0055], [0.0039, 0.0018, 0.0065], [-0.0025, -0.0038, -0.0072], [-0.0028, -0.0047, 0.0044], [0.0107, 0.0317, 0.0093], [-0.0052, 0.0037, -0.0001], [-0.0019, 0.0232, -0.0141], [0.0291, -0.0254, -0.0109], [-0.1052, 0.0527, -0.1029], [-0.0064, -0.1000, 0.0404], [0.0594, -0.1137, 0.0815], [0.0095, 0.0252, -0.0846], [0.0667, 0.2731, 0.0222], [0.0950, -0.1529, 0.3115], [-0.5675, 0.1903, -0.1096], [-0.0032, 0.0014, -0.0036], [0.0025, -0.0059, 0.0018], [0.0087, -0.0019, 0.0093], [-0.0157, 0.0215, -0.0379], [0.0182, 0.0051, 0.0250], [0.1699, -0.2755, 0.0199], [-0.0303, 0.0175, -0.0187]],
  "nbo_charge": [0.98, 0.13, 0.16, -0.27, -0.12, -0.21, 0.11, -0.47, 0.74, -0.64, -0.81, 0.25, 0.24, 0.27, -0.65, -0.07, -0.69, 0.24, 0.23, 0.21, 0.22, 0.18, 0.51, -0.64, 0.00, -0.16, -0.22, -0.30, -0.19, -0.19, 1.28, -0.79, -0.95, 0.22, 0.24, 0.23, 0.22, 0.23, 0.25, 0.23, 0.25, 0.25, 0.25, -0.42, -0.39, -0.32, 0.68, -0.56, -0.66, 0.67, -0.78, 0.24, 0.22, 0.21, 0.24, 0.24, 0.47, 0.41]
}


{
  "formula": "C20H26Cl8N2O4",
  "method": "ωB97M-V/def2-TZVPD",
  "spin_multiplicity": 2,
  "charge": -1,
  "fmax_ev_per_a": 4.20,
  "homo_ha": [-0.04381, -0.18037],
  "species": ["Cl", "C", "C", "Cl", "H", "H", "H", "H", "Cl", "C", "C", "Cl", "H", "H", "H", "H", "Cl", "C", "C", "Cl", "H", "H", "H", "H", "Cl", "C", "C", "Cl", "H", "H", "H", "H", "C", "C", "C", "C", "C", "C", "N", "O", "O", "H", "H", "H", "H", "H", "C", "C", "C", "C", "C", "C", "N", "O", "O", "H", "H", "H", "H", "H"],
  "xyz": [[5.247686, 1.599319, -3.201110], [3.594309, 0.857034, -3.041675], [2.553487, 1.381325, -4.075189], [1.938190, 3.010095, -3.568279], [3.287868, 1.031862, -2.010349], [3.777650, -0.208801, -3.177626], [1.662754, 0.758091, -4.154412], [3.012222, 1.267027, -5.057329], [2.504693, -1.036594, -0.266900], [1.712040, -2.221430, -1.266252], [0.236949, -2.068916, -1.448209], [0.058173, -0.337177, -1.936781], [1.828007, -3.173118, -0.747657], [2.246078, -2.303108, -2.212946], [-0.182374, -2.112795, -0.443050], [-0.215709, -2.677127, -2.231339], [-3.209969, 1.687113, -2.696399], [-2.266062, 1.374482, -4.138310], [-3.233881, 1.086495, -5.349307], [-4.080129, -0.540212, -5.133652], [-1.586304, 0.542622, -3.953812], [-1.646898, 2.239202, -4.377034], [-2.813668, 1.065031, -6.354819], [-4.016956, 1.843448, -5.392956], [4.052955, -5.077137, 0.926893], [2.817302, -5.764636, 1.901702], [1.428212, -5.160586, 1.651241], [1.158324, -3.484980, 2.183275], [3.102195, -5.620991, 2.943968], [2.680244, -6.836046, 1.755472], [0.718424, -5.848974, 2.109966], [1.172073, -5.145446, 0.591880], [-2.152376, 0.134427, 1.965369], [-2.293044, -1.217179, 1.727051], [-2.265157, -2.084657, 2.823477], [-1.930698, -1.631560, 4.087934], [-1.789425, -0.234925, 4.282755], [-1.911061, 0.658909, 3.241515], [-1.761120, -2.558224, 5.246035], [-1.795107, -3.775020, 4.999012], [-1.535010, -2.173186, 6.390832], [-2.271527, 0.762281, 1.094729], [-2.459852, -1.572981, 0.721087], [-2.497445, -3.134695, 2.724234], [-1.523589, 0.086522, 5.278946], [-1.897284, 1.732105, 3.361722], [0.101268, 2.980632, -0.638735], [0.778907, 2.467700, 0.463976], [0.786706, 3.125917, 1.695706], [-0.016691, 4.327196, 1.756891], [-0.654070, 4.828564, 0.657645], [-0.513633, 4.174039, -0.544416], [-0.098465, 5.110654, 3.033604], [0.748064, 4.950245, 3.949653], [-1.005856, 5.899683, 3.209475], [-0.025173, 2.493138, -1.594121], [1.368921, 1.569154, 0.359585], [1.387088, 2.756589, 2.513960], [-1.283611, 5.694908, 0.797347], [-1.028648, 4.504688, -1.434271]],
  "forces_ev_per_a": [[-0.6888, -0.0032, -0.1672], [-0.3861, 0.1873, -0.2164], [0.7160, -0.6207, 0.8360], [0.5369, -0.5467, -0.7687], [-0.0689, 0.0025, -0.2534], [-0.2311, 0.0557, -0.0735], [0.1243, -0.1580, 0.6373], [0.0262, 1.1172, -0.1342], [0.2534, 0.3886, 0.5023], [0.4601, -2.1324, -0.5278], [0.4137, 1.9130, 0.6277], [-0.8544, 0.1551, -0.4984], [0.3253, -0.1204, 0.0169], [-0.0305, 0.2057, -0.0080], [-0.6439, -0.3105, -0.3081], [0.1396, -0.1232, 0.4062], [-0.0563, 0.1297, 0.4242], [-0.4183, -0.4741, -1.9050], [-0.1084, -0.3641, 0.8750], [0.5122, 0.9601, -0.1229], [-0.2612, -0.0640, 0.0088], [-0.1706, 0.1549, 0.0518], [0.5782, -0.1707, 0.3644], [-0.0402, -0.1392, 0.3057], [1.0070, 0.3785, -0.9565], [-1.8126, 0.0922, 1.1622], [0.0474, -0.3543, -0.3298], [0.2106, -0.2971, 0.1691], [-0.1038, 0.0419, -0.0217], [0.4466, -0.0209, -0.3354], [-0.1881, 0.4151, 0.3608], [0.3053, -0.2153, -0.0778], [0.0467, 0.7111, -1.0304], [-0.0774, -0.4599, 1.4783], [-0.0362, -0.9960, -1.0949], [0.3334, -0.3366, 2.8196], [0.4284, 0.0664, 0.6760], [-0.3852, -0.9272, -0.3728], [-0.4697, 1.7601, -3.7826], [-0.3272, -2.1075, -1.0295], [0.3789, 1.8772, 1.9260], [0.1264, 0.4943, 0.0175], [-0.2071, -0.1388, -0.0572], [0.2157, -0.1464, -0.1218], [-0.1495, 0.0960, 0.1409], [0.2385, 0.0637, 0.2685], [0.5006, -0.8559, 0.1265], [0.4960, -0.0985, 0.5976], [-1.1398, 1.5315, -0.9996], [1.7277, -1.3811, 1.0949], [-0.2542, 0.6301, 0.6195], [-1.5024, 0.8203, -0.5790], [1.0674, 0.0208, 2.5865], [-0.8957, -0.5723, -2.4493], [-0.2648, -0.2035, -1.1348], [0.5737, -0.4386, 0.1641], [-0.1494, -0.2212, 0.0523], [-0.2601, 0.1437, 0.1700], [0.0908, 0.1589, -0.1949], [-0.1450, 0.4266, 0.0649]],
  "mulliken_spin": [0.00, 0.00, 0.00, 0.00, 0.00, 0.00, 0.00, 0.00, 0.00, 0.00, -0.01, 0.00, 0.00, 0.00, 0.01, 0.00, 0.00, 0.00, 0.00, 0.00, 0.00, 0.00, 0.00, 0.00, 0.00, 0.00, 0.01, 0.00, 0.00, 0.00, 0.00, 0.00, 0.18, -0.09, 0.16, -0.03, 0.12, -0.07, 0.23, 0.20, 0.21, 0.03, 0.00, 0.03, 0.03, -0.01, -0.01, 0.01, 0.00, 0.00, 0.00, 0.00, 0.00, 0.00, 0.00, 0.00, 0.01, 0.00, 0.00, 0.00]
}


{
  "formula": "C20H26ClNPb",
  "method": "ωB97M-V/def2-TZVPD",
  "charge": 2,
  "fmax_ev_per_a": 1.63,
  "relative_energy_ev": 0.355,
  "homo_ha": [-0.48525, -0.48461],
  "species": ["C", "C", "C", "C", "Cl", "H", "H", "H", "H", "H", "H", "H", "H", "H", "C", "C", "C", "H", "C", "C", "H", "H", "H", "H", "C", "C", "C", "H", "C", "C", "H", "H", "H", "H", "Pb", "C", "C", "C", "C", "N", "C", "C", "H", "H", "H", "H", "H", "H", "H"],
  "xyz": [[0.024305, 0.256918, -6.013049], [1.367444, 0.747217, -5.970484], [-0.216864, -1.133347, -6.242118], [-1.072685, 1.173737, -5.996389], [-0.082239, -0.178708, -2.943111], [-0.224835, -1.258630, -7.323265], [-1.161374, -1.516826, -5.898324], [0.530400, -1.815723, -5.877036], [1.623014, 0.957587, -7.003543], [2.120217, 0.061166, -5.626536], [1.535403, 1.670398, -5.445090], [-1.220233, 1.457524, -7.033394], [-0.929865, 2.099185, -5.467083], [-2.020013, 0.782720, -5.671389], [1.643401, -2.110692, 1.918460], [0.804944, -2.826779, 1.034313], [1.193540, -2.574974, -0.319487], [0.066034, -3.532214, 1.367752], [2.277988, -1.624152, -0.240056], [2.537666, -1.350809, 1.144613], [3.267594, -0.639789, 1.554355], [1.584796, -2.183973, 3.012250], [0.680023, -2.963100, -1.198826], [2.792566, -1.144276, -1.072344], [-2.902835, 0.430183, 1.436091], [-2.568262, -0.741657, 2.140399], [-2.404303, -1.776805, 1.193113], [-2.447916, -0.876165, 3.221514], [-2.679946, -1.286818, -0.119540], [-2.979099, 0.114419, 0.043329], [-3.161026, 0.837894, -0.756697], [-3.013931, 1.418370, 1.909217], [-2.187802, -2.794391, 1.465416], [-2.564098, -1.866960, -1.030745], [-0.062691, 0.082288, -0.481582], [1.049326, 2.520464, 6.526201], [0.792773, 1.925244, 5.178818], [0.996105, 2.701383, 4.028599], [0.731903, 2.073733, 2.807154], [0.311201, 0.810096, 2.691782], [0.123587, 0.095753, 3.804378], [0.345467, 0.588252, 5.094837], [1.819111, 1.934477, 7.055820], [1.386565, 3.556687, 6.399504], [0.129043, 2.495185, 7.133937], [1.339355, 3.741622, 4.069363], [0.874888, 2.631093, 1.876222], [-0.220290, -0.920668, 3.649032], [0.171632, -0.046145, 5.973637]],
  "forces_ev_per_a": [[0.0229, -0.0146, 0.6539], [1.0999, 0.3606, 0.3705], [-0.2319, -1.2776, 0.1010], [-0.9538, 0.7302, 0.3502], [-0.0531, -0.0638, -0.9303], [0.0097, 0.0172, -0.5678], [-0.6205, 0.2810, 0.0646], [0.6833, 0.0571, 0.0847], [0.1016, 0.1139, -0.7062], [0.0593, -0.6923, 0.0149], [-0.4235, 0.5419, 0.1543], [-0.0378, 0.1385, -0.6895], [0.5813, 0.3627, 0.1556], [-0.2897, -0.6247, 0.0029], [-0.0740, -0.2937, -0.1114], [0.2545, -0.0106, 0.5542], [-0.2471, 1.1510, 0.2488], [-0.1411, -0.1573, -0.1439], [-0.4585, 0.6062, -0.1094], [-0.1430, 0.0376, 0.1995], [-0.2841, -0.4963, -0.4031], [0.1804, 0.1734, -0.7167], [0.5065, -0.0189, 0.1811], [-0.0128, -0.4322, 0.1809], [0.0675, 0.2715, 0.0005], [-0.0493, -0.4295, -0.2040], [-0.0074, -0.1149, 0.6696], [-0.1708, 0.2720, -0.6431], [0.9364, 0.7187, 0.3157], [0.6038, 0.4645, -0.0321], [-0.2482, -0.4091, 0.3200], [-0.1259, -0.6051, -0.5194], [-0.0386, -0.1728, -0.1712], [-0.4301, 0.2174, 0.0914], [-0.0425, -0.7101, 1.4715], [0.0553, 0.1132, 0.2369], [-0.0200, -0.0569, 0.5417], [-0.3773, -1.0721, -0.3334], [0.1565, 0.3776, 0.2046], [-0.0034, 0.1598, -0.4234], [0.1109, 0.1983, 0.8112], [0.0681, 0.4131, -1.2986], [-0.2644, 0.3188, -0.1262], [-0.0749, -0.2832, 0.3484], [0.3910, 0.0920, -0.1713], [-0.1684, -0.5387, 0.0605], [-0.0547, -0.1719, 0.1973], [0.0150, 0.0043, 0.0945], [0.1428, 0.4539, -0.3802]],
  "nbo_charge": [0.64, -0.76, -0.77, -0.76, -0.71, 0.32, 0.28, 0.28, 0.32, 0.27, 0.28, 0.32, 0.28, 0.27, -0.22, -0.17, -0.25, 0.24, -0.30, -0.16, 0.26, 0.25, 0.26, 0.25, -0.16, -0.20, -0.20, 0.25, -0.22, -0.28, 0.25, 0.26, 0.24, 0.25, 1.32, -0.65, 0.07, -0.25, 0.04, -0.50, 0.03, -0.25, 0.24, 0.23, 0.24, 0.24, 0.19, 0.19, 0.24]
}